Entry 1:
The following is a quantum chemistry calculation of a molecular structure, C3H5HgO3, from the OMol25 dataset.

```
12
C3H5HgO3 (ωB97M-V with the def2-TZVPD basis set)
Hg -1.30447 3.24682 1.32146
O 1.02735 -2.41951 1.56133
O -0.37642 1.81331 0.04278
O 0.12623 -1.07833 0.22880
C 0.11029 -0.23876 -0.86443
C 1.25307 -1.72417 0.47759
C -0.94569 0.80602 -0.80841
H -1.88746 0.45345 -0.36006
H 0.60469 1.33265 0.15427
H 0.62249 -0.58474 -1.76244
H 1.83950 -2.88210 1.80323
H -1.06957 1.27535 -1.79412
```

Computed properties:
E_HOMO (alpha / beta) (eV): -12.7 / -12.9
Expectation value of S²: 2.005
E_tot (eV): -13496.3966
Net charge: +1
Multiplicity: 3
ΔE to the lowest compared entry with this formula, charge and spin (kcal/mol): 59.91


Entry 2:
The following is a quantum chemistry calculation of a single C3H5I molecule, from the OMol25 dataset.

```
9
C3H5I (ωB97M-V with the def2-TZVPD basis set)
I 2.11594 -1.42303 -0.58560
C 0.22677 -0.33990 -0.12854
C 0.30310 0.81188 0.70985
C -0.96353 -0.70084 -0.71681
H -1.94132 -0.36882 -0.42923
H -0.97990 -1.36687 -1.56922
H 0.91361 0.53647 1.45883
H 0.94368 1.60601 0.17632
H -0.61836 1.24510 1.08440
```

Computed properties:
E_HOMO (eV): -9.0
E_tot (eV): -11291.2083
Structure (SMILES): C=C(C)I
ΔE to the lowest compared entry with this formula, charge and spin (kcal/mol): 18.92